No. 1
94
Properties=species:S:1:pos:R:3:forces:R:3 method="wB97M-V/def2-TZVPD" charge=+1 energy_ev=-54358.9032 molar_mass_g_mol=645.87 homo_lumo_gap_ev=5.52 largest_force_ev_per_a=1.8
C -6.507441 -2.439662 2.305457 0.122 -0.221 0.136
N -6.134124 -1.224401 1.611107 0.252 0.073 -0.044
C -7.226814 -0.436227 1.080862 -0.166 0.278 0.063
C -4.830471 -0.857379 1.482915 -0.151 0.097 -0.240
C -4.464191 0.423243 0.978136 0.013 -0.031 0.084
C -3.140915 0.735846 0.757495 0.120 -0.290 -0.203
C -2.108199 -0.216772 0.961186 -0.225 -0.242 -0.089
C -0.744573 0.095466 0.627479 -0.234 0.527 0.902
C 0.320555 -0.695137 1.028474 0.763 -0.257 -0.314
C 1.674321 -0.288271 1.158286 -0.514 -0.033 -0.198
C 2.692682 -1.320700 1.327458 0.135 -0.162 0.168
C 2.432301 -2.664186 0.950215 0.329 -0.092 0.359
C 3.329932 -3.686956 1.202877 -0.166 0.364 -0.109
C 4.623885 -3.389463 1.706550 0.161 -0.033 -0.034
N 5.582633 -4.355476 1.790241 -0.229 0.134 0.012
C 6.994987 -4.039651 1.814974 0.186 0.128 0.267
C 5.264852 -5.765593 1.733551 -0.104 -0.165 -0.175
C 4.903594 -2.053014 2.097747 -0.301 0.057 -0.222
C 3.941697 -1.068264 1.952410 0.051 -0.272 -0.202
C 2.022574 1.125917 1.196728 0.323 -0.024 -0.069
C 1.112201 2.103331 1.663949 0.055 0.379 -0.140
C 1.421329 3.448717 1.689659 0.053 -0.288 -0.043
C 2.732936 3.886673 1.369721 -0.008 0.151 0.061
N 3.133617 5.171647 1.589186 -0.116 -0.260 -0.089
C 4.532019 5.548200 1.574972 0.189 0.001 -0.242
C 2.228551 6.270124 1.848410 -0.105 0.239 0.142
C 3.646235 2.928341 0.851434 -0.097 -0.178 0.152
C 3.296767 1.593445 0.776178 -0.128 0.178 0.104
C -2.476619 -1.457751 1.550542 -0.311 0.254 -0.103
C -3.793691 -1.765412 1.827015 0.277 -0.025 -0.002
H -6.149224 -2.435197 3.345975 -0.145 0.006 -0.218
H -7.599828 -2.503690 2.304501 0.322 -0.114 0.088
H -6.090450 -3.327864 1.808985 -0.202 0.121 0.076
H -6.898667 0.171939 0.231660 -0.158 -0.248 0.139
H -8.015406 -1.124819 0.753491 0.180 0.284 -0.045
H -7.652364 0.232167 1.845281 0.057 -0.075 -0.185
H -5.232575 1.166203 0.763088 0.324 -0.201 0.173
H -2.876716 1.738999 0.419194 -0.089 -0.296 -0.081
H -0.560929 1.081365 0.193850 -0.063 -0.424 0.548
H 0.119308 -1.742301 1.257221 0.005 0.454 0.095
H 1.506787 -2.913273 0.435977 0.170 0.041 0.143
H 3.059892 -4.714937 0.960479 0.119 0.420 -0.139
H 7.176960 -3.039425 1.407739 -0.010 -0.289 0.025
H 7.395174 -4.080979 2.838924 0.026 0.025 -0.198
H 7.536463 -4.773590 1.203869 -0.115 0.203 0.115
H 4.233299 -5.938030 2.054730 0.326 -0.061 0.057
H 5.384930 -6.167409 0.715816 -0.029 0.022 0.157
H 5.945687 -6.312202 2.398469 -0.225 0.106 -0.113
H 5.874464 -1.806171 2.528102 -0.399 -0.066 -0.012
H 4.165959 -0.074337 2.329523 -0.100 -0.225 0.004
H 0.137201 1.803572 2.041966 0.292 0.045 -0.028
H 0.648976 4.161576 1.974698 0.303 -0.330 0.147
H 5.165057 4.709429 1.884990 -0.140 0.269 0.019
H 4.850677 5.878345 0.573850 0.024 -0.042 0.196
H 4.678474 6.382664 2.272201 -0.006 -0.232 -0.149
H 1.182559 5.960799 1.806107 0.301 0.133 -0.034
H 2.439129 6.697821 2.839894 -0.152 -0.075 -0.180
H 2.386109 7.065691 1.104291 -0.084 -0.181 0.135
H 4.636172 3.247468 0.521995 -0.381 -0.178 0.051
H 4.035853 0.888601 0.395121 -0.320 0.206 -0.077
H -1.709303 -2.189916 1.794815 -0.252 0.136 -0.063
H -4.044222 -2.727709 2.276670 0.172 0.362 -0.172
C -0.120220 5.571188 -0.962447 -0.117 -0.223 -0.097
C -1.492145 5.285439 -0.908629 0.249 -0.137 -0.054
C -1.952723 4.022355 -1.278181 0.137 -0.012 0.105
C -1.049969 3.014013 -1.657965 0.054 0.189 0.007
C -1.615450 1.672149 -2.076342 -0.475 -0.048 -0.044
C -0.769949 0.530438 -2.024148 0.298 0.910 -0.706
N -1.114330 -0.576525 -2.801298 -1.380 -1.156 0.415
C -2.410133 -1.015854 -2.880502 1.068 0.798 0.214
C -2.752489 -2.136094 -3.632339 0.326 -0.945 -0.982
C -1.731037 -2.826447 -4.377481 -0.965 0.408 0.394
C -2.089299 -3.947703 -5.151237 -0.487 -0.393 -0.150
C -3.400628 -4.411335 -5.168525 0.770 0.278 0.030
C -4.406796 -3.737633 -4.440954 0.157 0.539 0.439
C -4.094058 -2.610982 -3.697662 -0.009 -0.264 -0.132
C -0.410918 -2.336889 -4.264367 0.536 0.245 0.439
C -0.114469 -1.290010 -3.438841 -0.306 -0.202 -0.554
O -2.815367 1.629701 -2.426507 0.521 0.058 0.224
C 0.317316 3.312479 -1.719104 -0.228 0.096 0.104
C 0.777632 4.589172 -1.390581 -0.147 -0.032 0.042
H 0.243734 6.561236 -0.684787 -0.106 -0.237 -0.125
H -2.206368 6.050001 -0.594901 0.263 -0.214 -0.111
H -3.023921 3.810427 -1.286006 0.360 -0.041 -0.015
H 0.299899 0.639711 -1.870720 -0.272 -0.081 -0.115
H -3.161634 -0.428037 -2.361472 0.391 -0.088 0.004
H -1.305297 -4.446562 -5.725287 -0.303 0.047 0.158
H -3.654680 -5.303563 -5.738698 0.075 0.249 0.086
H -5.430019 -4.114710 -4.459901 0.290 0.159 -0.016
H -4.855227 -2.062487 -3.137790 0.155 -0.246 -0.202
H 0.395347 -2.810562 -4.822082 -0.146 0.055 0.213
H 0.891444 -0.908172 -3.286423 -0.268 -0.072 -0.110
H 1.018575 2.545323 -2.045822 -0.080 0.286 0.051
H 1.843086 4.808480 -1.477699 -0.288 -0.010 0.081

No. 2
122
Properties=species:S:1:pos:R:3:forces:R:3 method="wB97M-V/def2-TZVPD" multiplicity=5 charge=-1 s2=6.016 energy_ev=-142296.6873 molar_mass_g_mol=996.96 homo_lumo_gap_ev="5.74 / 5.71" largest_force_ev_per_a=0.4 de_lowest_kcal_mol=0.0
Cr -1.239522 -0.818612 -0.085550 -0.370 0.067 0.216
C -1.670434 0.312466 5.476751 -0.005 0.080 -0.044
N -0.890438 1.327613 4.780344 -0.007 -0.018 0.195
C -0.982962 2.664395 5.329477 -0.081 -0.009 -0.045
P 0.202777 0.831114 3.654050 -0.216 -0.082 -0.099
O -0.259725 -0.295093 2.837349 -0.084 0.322 0.046
O 0.472510 2.192606 2.828401 0.046 0.069 -0.104
P -0.298030 2.731840 1.491089 -0.094 0.005 0.070
O -0.379423 1.693426 0.461687 0.148 -0.076 -0.200
N 0.645554 4.029120 1.099992 0.176 0.000 -0.165
C 1.559803 4.649301 2.044696 -0.084 0.010 -0.046
C 1.058876 4.152659 -0.298055 0.004 0.035 0.111
N -1.736946 3.316294 1.997562 -0.143 0.011 0.117
C -2.821792 2.363293 2.274161 0.041 0.064 0.124
C -2.126337 4.709820 2.071450 -0.007 -0.099 0.007
N 1.642888 0.550776 4.401196 0.215 -0.080 0.070
C 2.099741 1.426107 5.463831 -0.003 -0.009 -0.016
C 2.726410 0.026901 3.564729 -0.131 0.069 0.190
H -1.277645 0.117215 6.481773 0.004 0.010 -0.003
H -1.669001 -0.613576 4.904648 0.033 0.030 -0.013
H -2.705268 0.653739 5.569212 0.008 -0.009 -0.007
H -0.637188 2.705725 6.369415 0.004 -0.012 0.013
H -2.025702 3.000527 5.312438 0.029 -0.014 -0.014
H -0.395270 3.364725 4.738917 -0.006 -0.042 0.017
H 1.188594 4.555871 3.063536 -0.014 -0.007 -0.024
H 1.659837 5.713970 1.814798 -0.013 -0.006 -0.020
H 2.555281 4.192156 1.997494 -0.004 -0.006 0.018
H 0.367024 3.619810 -0.946098 -0.026 -0.017 0.049
H 2.057728 3.731271 -0.452094 0.006 0.010 0.004
H 1.073021 5.208967 -0.581748 0.000 -0.007 0.012
H -3.631941 2.507489 1.559161 0.029 0.027 0.036
H -3.183275 2.500798 3.299805 0.029 0.015 0.009
H -2.478909 1.338079 2.148835 0.036 0.037 0.023
H -1.322426 5.355170 1.726622 0.037 -0.015 -0.010
H -2.385575 4.990819 3.099614 -0.002 -0.016 0.010
H -3.005640 4.878413 1.443374 0.003 -0.009 -0.021
H 1.308273 1.599286 6.191274 -0.002 0.005 -0.027
H 2.459034 2.396114 5.090472 -0.003 -0.007 -0.006
H 2.928850 0.941287 5.982064 -0.001 -0.014 0.007
H 2.318577 -0.578927 2.759173 -0.111 0.077 0.230
H 3.374394 -0.612367 4.165214 0.002 -0.022 0.064
H 3.324410 0.839373 3.133116 -0.048 -0.076 0.093
C -3.424845 4.663194 -4.668401 0.026 0.030 0.033
C -3.363208 3.314412 -5.372471 0.060 -0.112 0.090
C -2.582405 3.424567 -6.670050 0.085 0.010 0.001
C -2.516081 2.079816 -7.370446 0.002 -0.024 0.012
C -1.908863 1.055150 -6.451355 -0.084 0.122 0.123
C -1.254101 -0.048215 -6.938633 0.060 -0.107 -0.107
C -0.737353 -0.999024 -6.065304 -0.042 0.079 -0.073
F -0.149884 -2.085398 -6.599480 0.086 -0.137 -0.064
C -0.815284 -0.860075 -4.712578 0.045 -0.004 0.098
C -1.441700 0.277912 -4.193796 -0.060 0.049 0.144
C -1.522771 0.454112 -2.733242 -0.080 0.186 0.012
O -0.746901 -0.154830 -1.982666 0.265 -0.117 -0.292
C -2.526312 1.375829 -2.294253 -0.075 -0.065 -0.019
C -3.032195 2.251035 -3.196106 -0.101 0.097 0.107
N -2.742940 2.279067 -4.513217 0.004 0.056 -0.227
C -2.023822 1.214626 -5.055741 -0.030 0.089 -0.083
C -3.096699 1.448123 -0.886551 0.147 0.218 -0.109
O -3.822399 2.422640 -0.640177 -0.027 -0.083 0.012
O -2.818476 0.495300 -0.111201 0.010 -0.244 0.028
H -3.700990 5.426407 -5.397011 -0.013 0.001 0.008
H -2.448800 4.920166 -4.250714 -0.022 -0.006 -0.030
H -4.158316 4.694303 -3.865270 0.016 -0.007 -0.009
H -4.380234 2.984715 -5.611188 -0.044 -0.004 -0.011
H -1.571292 3.780244 -6.444686 -0.018 0.008 -0.016
H -3.064414 4.174211 -7.298213 -0.007 -0.003 -0.027
H -1.933695 2.141861 -8.290344 0.012 0.006 -0.011
H -3.527430 1.771391 -7.654553 -0.007 -0.012 -0.011
H -1.156575 -0.201385 -8.007129 0.009 -0.009 0.021
H -0.443872 -1.620371 -4.041958 0.100 -0.028 0.098
H -3.722428 2.992273 -2.818233 0.021 -0.030 0.011
O -4.146681 -3.599441 -0.160916 -0.057 -0.002 -0.019
S -2.784300 -3.135813 -0.236898 0.143 -0.008 0.136
O -2.388757 -2.534557 -1.514070 0.052 -0.001 0.023
O -2.438628 -2.178701 0.870836 -0.041 -0.029 -0.051
C -1.718154 -4.526044 0.085894 0.047 -0.092 0.093
C -2.357306 -5.764908 0.132095 0.015 0.062 -0.016
C -1.655348 -6.890049 0.527686 0.021 -0.017 0.008
C -0.335587 -6.740521 0.928898 -0.012 0.030 -0.006
C 0.268098 -5.490832 0.877290 0.015 -0.024 0.023
C -0.364262 -4.331566 0.406124 -0.140 -0.017 -0.068
P 0.739750 -2.404314 0.218537 0.205 0.270 0.031
C 1.424810 -2.871576 1.854707 -0.038 -0.136 0.017
C 0.548129 -2.930274 2.940479 -0.031 -0.136 0.020
C 1.008174 -3.272691 4.202515 0.026 0.027 -0.081
C 2.349365 -3.593858 4.397935 0.021 0.040 -0.036
C 3.225593 -3.554487 3.323011 -0.046 -0.005 -0.023
C 2.763640 -3.186234 2.059866 0.011 -0.026 0.014
C 1.712274 -3.125767 -1.171556 0.040 -0.046 0.044
C 1.800341 -2.379170 -2.346186 -0.071 -0.004 -0.079
C 2.533432 -2.823546 -3.435893 -0.029 -0.017 -0.013
C 3.233260 -4.021635 -3.365356 -0.018 0.024 -0.003
C 3.171010 -4.768077 -2.198844 -0.024 0.025 0.020
C 2.407822 -4.330773 -1.121385 0.062 -0.023 -0.005
H -3.409713 -5.821306 -0.116978 0.043 0.009 0.012
H -2.142596 -7.857640 0.561250 0.004 0.007 0.000
H 0.223452 -7.594596 1.298225 -0.002 0.000 -0.004
H 1.285401 -5.423759 1.255565 -0.058 -0.003 0.042
H -0.501634 -2.707255 2.780951 0.094 -0.071 -0.009
H 0.315241 -3.301389 5.036469 0.021 -0.007 -0.018
H 2.705602 -3.878393 5.382481 -0.011 0.008 -0.033
H 4.269841 -3.812928 3.460580 -0.013 0.003 -0.004
H 3.455509 -3.159194 1.225404 -0.010 0.003 0.019
H 1.294607 -1.425639 -2.393106 -0.093 0.019 -0.086
H 2.562485 -2.228360 -4.342328 0.003 -0.004 0.019
H 3.816237 -4.368992 -4.210800 -0.016 0.010 0.021
H 3.709260 -5.705854 -2.123122 -0.002 0.004 -0.002
H 2.368031 -4.942931 -0.233583 0.032 0.049 -0.075
C 3.567396 1.092666 0.507510 -0.059 0.075 -0.067
C 3.329054 -0.421115 0.438604 0.109 -0.085 -0.121
C 4.254026 -1.020213 -0.620643 0.015 0.003 -0.065
C 1.837577 -0.695087 0.201171 -0.100 -0.013 0.092
H 4.595891 1.335196 0.801798 -0.020 -0.009 -0.007
H 2.879969 1.565889 1.217185 0.051 -0.007 -0.116
H 3.382937 1.543245 -0.474863 0.004 -0.035 0.039
H 3.618193 -0.838404 1.409846 0.096 -0.043 -0.201
H 3.990306 -0.640731 -1.614652 0.026 -0.024 0.075
H 4.186128 -2.109485 -0.671088 -0.011 0.061 0.018
H 5.298507 -0.749915 -0.424765 -0.052 -0.014 -0.001
H 1.286159 -0.139336 0.975773 0.073 -0.069 -0.150
H 1.559607 -0.181671 -0.730862 -0.008 -0.019 0.018

No. 3
72
Properties=species:S:1:pos:R:3:forces:R:3 method="wB97M-V/def2-TZVPD" charge=+1 energy_ev=-69484.6499 molar_mass_g_mol=588.01 homo_lumo_gap_ev=7.98 largest_force_ev_per_a=2.1 de_lowest_kcal_mol=23.1
Al 0.096618 -0.328668 0.315702 0.280 -0.229 -0.095
C -3.859239 -3.808034 -0.676825 0.013 0.034 0.020
C -3.121948 -2.563683 -0.183254 0.005 -0.017 -0.031
N -1.835198 -2.791459 0.489469 -0.012 -0.031 -0.031
C -1.960592 -3.666273 1.655286 -0.045 -0.015 0.001
C -2.902281 -3.121353 2.717286 -0.040 0.010 -0.032
C -0.810400 -3.324307 -0.400499 0.033 -0.010 -0.019
C -0.544149 -2.440354 -1.613077 -0.179 -0.064 0.081
N -0.488671 -1.017315 -1.260635 -0.317 0.404 0.275
C -0.849254 -0.162387 -2.318289 0.352 0.006 -0.147
C -2.034049 0.571087 -2.359096 -0.020 -0.121 0.010
F -2.936609 0.448085 -1.365971 0.024 0.007 -0.035
C -2.348379 1.402989 -3.420060 -0.012 0.001 -0.013
F -3.501929 2.076467 -3.381915 0.012 0.001 -0.007
C -1.507938 1.525385 -4.504332 -0.021 0.038 -0.017
C -0.336712 0.794048 -4.497381 0.021 0.003 -0.013
F 0.514923 0.890166 -5.520926 -0.001 -0.007 0.016
C -0.015982 -0.023358 -3.431559 0.097 0.052 0.051
F 1.152417 -0.684107 -3.447581 -0.031 0.001 -0.013
H -4.717004 -3.506327 -1.278338 -0.010 -0.004 0.011
H -4.234364 -4.418688 0.144800 0.014 -0.014 0.005
H -3.227027 -4.438518 -1.303724 0.000 0.002 -0.017
H -3.759504 -2.011214 0.508466 -0.020 0.004 0.004
H -2.941091 -1.890565 -1.019899 0.009 -0.043 0.046
H -0.958732 -3.794210 2.070644 0.014 0.025 -0.003
H -2.281646 -4.675947 1.357804 0.014 0.004 0.020
H -2.743960 -2.051838 2.867700 0.045 -0.008 0.035
H -2.732552 -3.629022 3.666551 -0.014 -0.006 0.001
H -3.948221 -3.272954 2.449251 0.001 0.013 -0.009
H -1.048092 -4.332585 -0.769905 -0.007 -0.005 -0.005
H 0.105075 -3.427824 0.188417 -0.014 0.024 0.005
H -1.331022 -2.587527 -2.358665 -0.037 0.018 0.022
H 0.384683 -2.780794 -2.083334 0.033 0.005 -0.017
H -1.758489 2.169786 -5.334784 -0.001 -0.007 -0.001
O -0.323353 -0.712960 3.551275 -0.172 -0.264 0.296
C 0.203456 -1.568838 2.870566 0.089 -0.148 -0.161
O 0.601406 -1.418067 1.633558 -0.010 -0.053 0.029
H 0.395824 -2.560796 3.295858 0.137 -0.035 -0.092
C 3.418109 4.297460 0.021618 0.040 0.059 -0.027
C 2.124837 4.006976 0.745160 -0.057 -0.020 0.015
N 1.623898 2.709877 0.306786 -0.058 -0.105 0.130
C 2.401143 1.639501 0.009429 0.064 0.126 -0.185
N 1.824346 0.451123 -0.133720 -0.171 -0.003 0.163
C 2.696650 -0.681857 -0.519119 -0.066 -0.038 0.098
C 3.821641 -0.227690 -1.415328 -0.017 0.028 -0.081
C 4.616256 0.814785 -0.668529 0.020 0.015 0.008
N 3.718235 1.860667 -0.179492 -0.105 -0.014 0.052
C 4.354653 3.123237 0.207040 -0.013 -0.031 -0.023
H 3.879213 5.199600 0.421540 -0.003 0.005 -0.019
H 3.223794 4.455741 -1.040491 -0.004 -0.006 0.001
H 1.366341 4.752644 0.512870 -0.002 0.001 -0.003
H 2.282064 4.013698 1.829245 -0.003 -0.005 -0.009
H 0.652902 2.510943 0.469916 0.002 -0.004 -0.031
H 2.075775 -1.416289 -1.032284 -0.018 -0.012 -0.008
H 3.099110 -1.156334 0.380675 -0.021 -0.017 0.010
H 3.409562 0.198819 -2.332252 0.022 -0.020 -0.016
H 4.460599 -1.066021 -1.689271 -0.004 -0.008 0.020
H 5.342932 1.294990 -1.324499 0.002 0.001 0.012
H 5.165573 0.370640 0.167380 -0.007 -0.008 0.000
H 5.239272 3.239702 -0.417126 0.001 0.000 0.006
H 4.693681 3.059803 1.245925 0.000 -0.006 0.005
Cl 0.438771 2.421026 4.849395 0.019 0.060 0.007
C -0.540953 2.179560 3.457706 -0.120 -0.095 0.222
C -1.671322 2.920980 3.223704 -0.163 -0.116 0.012
C -2.400661 2.687126 2.052090 0.062 0.004 0.130
C -1.948825 1.746879 1.167327 -0.075 -0.271 0.093
N -0.808958 1.046466 1.389257 0.010 -0.143 -0.321
C -0.135803 1.210142 2.539583 0.595 1.876 -0.826
H -1.978327 3.682312 3.928208 0.013 0.005 0.004
H -3.298350 3.245676 1.834126 0.001 0.006 -0.008
H -2.469189 1.530754 0.250888 -0.042 -0.015 -0.021
H 0.927018 1.009030 2.489663 -0.133 -0.818 0.424